1.
DFT (the ωB97M-V functional and the def2-TZVPD basis) results for a 2-piece molecular cluster, CH3O3S overall.

## Properties
Charge   -1
Gap between HOMO and LUMO   0.2663 hartree
Energy above the lowest of the compared OMol25 structures with the same formula, charge and spin   106.2 kcal/mol

Element x y z (Å)
C -0.410458 0.520531 -0.982856
O 1.521794 -1.377263 -0.217085
O 1.677938 0.887178 0.666266
O -1.355452 0.970529 -0.132383
S 0.818214 -0.149349 0.115498
H -0.803728 -0.868546 -1.503576
H -1.354821 0.480018 0.728626
H -0.093490 -0.463099 1.325510

Forces on atoms 1 to 2 (eV/Å):
C 0.5375 -4.2165 -1.6170
O -0.3143 0.2026 -0.3940

2.
DFT (the ωB97M-V functional and the def2-TZVPD basis) results for CH3O3STl as an isolated structure.

## Properties
Charge   +1
Multiplicity   2
Gap between HOMO and LUMO (alpha / beta)   0.2803 / 0.2644 hartree
<S²>   0.754

Element x y z (Å)
S -1.749725 1.964339 -2.585496
O -0.200901 1.722722 -2.186009
O -1.113591 0.259992 1.162865
C 0.772489 -1.115968 0.795155
O 0.342788 0.219852 0.922923
Tl -0.743521 1.293434 -0.380937
H 0.164996 -1.649092 0.047315
H 1.816769 -1.066698 0.458399
H 0.710697 -1.628581 1.765784

Forces on atoms 1 to 2 (eV/Å):
S -1.8751 0.5842 -1.6292
O 1.7979 0.6290 -1.2836

3.
DFT (the ωB97M-V functional and the def2-TZVPD basis) results for a 2-piece molecular cluster, CH3O3Si overall.

## Properties
Charge   -1
Multiplicity   3
Gap between HOMO and LUMO (alpha / beta)   0.1793 / 0.2083 hartree
<S²>   2.008
Energy above the lowest of the compared OMol25 structures with the same formula, charge and spin   37.9 kcal/mol

Element x y z (Å)
C -0.894124 -1.218429 -0.321338
O -0.803271 -2.410899 -0.215208
O -1.640167 -0.463517 -1.097521
O 2.249258 0.924103 1.194266
Si -0.325304 0.468329 0.129621
H 2.474122 0.338629 0.375152
H -1.038689 1.278691 1.032572
H -0.021825 1.083092 -1.097545

Forces on atoms 1 to 2 (eV/Å):
C -1.4229 0.3511 -0.4335
O 0.1391 -1.0737 -0.0163

4.
DFT (the ωB97M-V functional and the def2-TZVPD basis) results for an isolated ion of composition CH3O4S and charge -1.

## Properties
Charge   -1
Gap between HOMO and LUMO   0.3371 hartree
SMILES   COS(=O)(=O)[O-]
Energy above the lowest of the compared OMol25 structures with the same formula, charge and spin   10.3 kcal/mol

Element x y z (Å)
C 0.049821 1.154332 -0.272605
O -0.564603 0.379493 0.573344
S -0.127107 -1.215117 0.375979
O -0.958996 -1.964077 1.284202
O 1.300278 -1.161800 0.641362
O -0.458378 -1.532591 -1.005911
H -0.505520 1.354784 -1.192436
H 1.043365 0.826784 -0.436663
H 0.221140 2.158192 0.032727

Forces on atoms 1 to 2 (eV/Å):
C 1.4038 2.9792 -3.2271
O -2.5138 -2.8781 3.1765

5.
DFT (the ωB97M-V functional and the def2-TZVPD basis) results for a 2-piece molecular cluster, CH3O4S overall.

## Properties
Charge   -1
Gap between HOMO and LUMO   0.2945 hartree
Energy above the lowest of the compared OMol25 structures with the same formula, charge and spin   49.9 kcal/mol

Element x y z (Å)
C -1.261246 -0.346807 -0.112769
O 1.896492 -0.612242 -1.091661
O 1.019795 1.316899 -0.054736
O 1.710308 -0.671102 1.334692
O -1.498947 0.917760 0.308228
S 1.173089 -0.112964 0.091614
H -1.165698 -0.608919 -1.223698
H -1.362810 -1.102327 0.575469
H -0.510984 1.219703 0.172864

Forces on atoms 1 to 2 (eV/Å):
C 3.8992 0.8572 -2.2630
O -0.4123 -0.3826 0.2621

6.
DFT (the ωB97M-V functional and the def2-TZVPD basis) results for CH3O4S2 as an isolated structure.

## Properties
Charge   -1
Gap between HOMO and LUMO (alpha / beta)   0.2731 / 0.2731 hartree
Energy above the lowest of the compared OMol25 structures with the same formula, charge and spin   68.9 kcal/mol

Element x y z (Å)
C -1.699529 -0.138031 0.620326
O -0.363908 -1.353776 0.534455
O 1.259021 -1.460431 -1.254303
O 2.810970 1.399085 -0.081086
O -1.331007 0.612817 1.499900
S 1.039182 -0.965400 0.104260
S 1.323745 1.480479 -0.219875
H 1.122354 1.129285 -1.577453
H -1.647978 0.157192 -0.450837
H -2.512850 -0.861219 0.824616

Forces on atoms 1 to 2 (eV/Å):
C -1.0133 0.6144 -0.2218
O 1.3748 -0.7645 -0.1988

Calculated total energy per entry: -18060.254 -22740.446 -15101.849 -20112.179 -20110.461 -30944.967 eV
Maximum force per entry: 4.55 4.71 2.08 4.97 4.59 1.70 eV/Å